A 2-piece molecular cluster, H5NO3 overall, computed with ωB97M-V with the def2-TZVPD basis set.

Computed properties:
gap between HOMO and LUMO = 9.803 eV
HOMO level = -0.3272 hartree
spin multiplicity = 1
net charge = 0
energy = -7708.77715 eV
ΔE to the lowest compared entry with this formula, charge and spin = 2.0 kcal per mole

```
9
Properties=species:S:1:pos:R:3:forces:R:3:nbo_charge:R:1
O 2.16628 0.28281 -0.33745 -1.599 2.038 2.527 -0.44
O -1.43993 -0.80768 -0.28968 1.142 0.247 -0.707 -0.60
O 1.27189 -0.52182 0.48840 0.345 0.016 -0.451 -0.48
N -1.49528 0.53708 0.17689 -1.002 -0.406 2.213 -0.55
H 1.27534 -0.05493 1.33128 0.047 0.268 -0.032 0.48
H -0.45927 -0.90641 -0.36174 -0.990 -0.268 0.361 0.48
H -2.47942 0.69630 0.40701 0.402 -0.230 -0.086 0.34
H 2.43891 -0.39689 -0.87636 1.334 -2.401 -2.169 0.46
H -1.27852 1.17154 -0.53835 0.321 0.735 -1.656 0.32
```
Positions in Å, forces in eV/Å.

A 3-piece molecular cluster, C16H20O9Si overall, computed with ωB97M-V with the def2-TZVPD basis set.

Computed properties:
gap between HOMO and LUMO = 8.194 eV
HOMO level = -0.3598 hartree
spin multiplicity = 1
net charge = 0
energy = -43219.86581 eV

```
46
Properties=species:S:1:pos:R:3:forces:R:3:nbo_charge:R:1
Si -1.55779 -0.43713 -1.84248 -0.010 -0.034 -0.035 0.87
O 2.06692 -1.93863 -1.23087 0.147 0.033 -0.116 -0.72
O 3.16809 4.50958 -0.34191 0.052 0.104 -0.122 -0.62
O 1.01796 7.74041 2.31613 -0.003 0.013 0.008 -0.54
O -1.05176 -5.09210 2.17463 0.008 -0.001 0.012 -0.54
O 2.46788 2.75301 1.40275 0.023 -0.032 0.014 -0.55
O -4.82566 -6.61943 -0.18332 -0.066 -0.083 0.125 -0.62
O 0.33912 5.98700 4.07196 -0.054 -0.105 0.121 -0.62
O -3.87992 -5.43208 -2.26352 -0.017 -0.003 -0.015 -0.54
O -0.11644 -3.89154 0.10538 0.104 0.102 -0.130 -0.64
C -0.48580 0.59915 -0.70467 0.136 0.053 -0.017 -0.86
C -3.17504 -5.31535 -1.27775 0.089 0.017 0.020 0.48
C 1.39200 6.61418 2.04273 0.042 -0.016 -0.068 0.47
C 2.10839 3.88333 1.68522 -0.057 0.012 0.041 0.48
C -1.25723 -4.53803 -0.07331 -0.063 -0.002 0.066 0.34
C 1.36085 4.24350 2.86554 0.002 -0.068 0.032 -0.41
C 0.68464 1.31355 -1.40480 0.004 -0.014 0.086 -0.39
C -3.00241 -5.94433 1.14417 -0.001 -0.017 0.078 -0.39
C -1.92347 -4.59301 -1.23450 -0.028 0.022 -0.093 -0.40
C 1.02100 5.53020 3.03933 0.032 0.024 -0.068 0.34
C 2.41564 -0.56705 -1.10485 0.060 0.032 0.179 -0.07
C -1.75621 -5.21548 1.18817 -0.062 -0.053 0.003 0.47
C -3.67633 -5.99204 -0.01489 0.049 0.047 -0.042 0.33
C 2.14407 6.25275 0.86362 0.002 0.073 -0.024 -0.40
C 2.48543 4.96699 0.69169 -0.037 -0.027 0.065 0.34
C 1.68747 0.37062 -2.07864 -0.192 -0.122 -0.058 -0.44
H -2.93584 -0.53266 -1.31019 0.007 -0.042 0.014 -0.16
H 1.17949 -0.26330 -2.81649 0.049 0.075 0.002 0.21
H -1.57443 -4.11110 -2.13548 0.026 -0.003 -0.004 0.25
H -1.61756 0.16475 -3.19471 0.001 0.000 0.007 -0.16
H -1.13845 1.33180 -0.21980 0.079 0.018 -0.008 0.24
H -1.01414 -1.80924 -1.96485 -0.012 0.009 -0.052 -0.19
H -3.35226 -6.42461 2.04672 -0.016 -0.008 -0.013 0.24
H 0.14141 -4.05170 1.03699 -0.036 -0.016 0.035 0.51
H 1.22021 1.91719 -0.66339 -0.032 -0.016 -0.056 0.20
H 3.26574 3.54690 -0.19769 -0.018 -0.050 0.050 0.51
H -5.07237 -6.48480 -1.12045 0.023 0.036 -0.059 0.51
H 2.40639 7.02913 0.15932 0.008 -0.017 -0.011 0.25
H -0.10871 -0.03961 0.10266 -0.034 0.021 -0.003 0.23
H 3.49195 -0.54239 -1.27599 -0.032 0.045 -0.024 0.18
H 1.17270 -2.07937 -0.91592 -0.250 -0.063 0.064 0.47
H 2.41518 0.96142 -2.64063 -0.025 0.016 0.038 0.21
H 1.09846 3.46665 3.56939 -0.009 0.017 0.011 0.25
H 0.23954 6.94964 3.92629 0.021 0.052 -0.049 0.51
H 0.28463 2.01156 -2.14683 0.029 -0.048 0.002 0.21
H 2.24663 -0.22832 -0.07476 0.065 0.021 -0.005 0.16
```
Positions in Å, forces in eV/Å.

C26H27IN5O3PdS as an isolated structure, computed with ωB97M-V with the def2-TZVPD basis set.

Computed properties:
gap between HOMO and LUMO (alpha / beta) = 4.235 / 4.232 eV
HOMO level (alpha / beta) = -0.0723 / -0.0722 hartree
spin multiplicity = 1
net charge = -1
energy = -63410.72798 eV
ΔE to the lowest compared entry with this formula, charge and spin = 11.5 kcal per mole

```
64
Properties=species:S:1:pos:R:3:forces:R:3:nbo_charge:R:1
I 1.74629 -0.94405 8.29642 -0.072 0.025 -0.272 0.07
Pd -0.89011 -1.40201 -0.48490 -0.240 -0.734 -1.260 0.33
S -2.11342 -1.01297 -2.63938 0.195 -0.052 0.262 -0.25
O 0.85174 -0.79240 1.25940 0.164 0.089 0.237 -0.77
O -1.03569 -1.80700 1.93082 0.253 0.087 0.238 -0.75
O -0.73846 5.08400 1.41876 -0.019 0.084 -0.119 -0.64
N -1.70626 0.71250 0.26841 -0.252 0.096 0.043 -0.42
N -0.65757 -3.48855 -1.08721 0.156 0.048 -0.455 -0.45
N 0.92601 4.17381 0.18967 -0.096 -0.019 -0.087 -0.43
N -2.24950 -2.41597 -4.91857 0.167 -0.083 0.233 -0.37
N -0.97527 -3.40180 -3.44208 -0.162 0.076 -0.068 -0.38
C 2.36333 5.03791 2.02205 -0.067 -0.010 -0.099 -0.62
C -3.14769 -1.45175 -5.49833 -0.027 0.079 -0.004 -0.40
C 1.41176 -4.40527 -0.22358 0.464 -0.034 -0.658 -0.26
C 1.19245 -0.96653 6.25173 0.104 0.023 0.417 -0.13
C 2.47792 2.29275 -0.35221 -0.114 0.097 0.020 -0.62
C 1.81199 -1.00675 3.94991 0.032 0.053 0.056 -0.17
C -0.98876 -4.17812 -4.58981 0.011 -0.151 -0.132 -0.08
C -2.52705 3.33165 -0.17148 0.050 -0.073 0.054 -0.14
C 0.47361 -1.08207 3.58913 -0.097 -0.084 -0.160 -0.12
C -2.92134 0.97841 -0.21103 0.041 0.170 0.111 0.05
C -0.15151 -1.00186 5.92079 -0.012 0.008 -0.019 -0.27
C -1.25352 3.05921 0.31085 -0.243 0.114 -0.002 -0.19
C 1.16105 -4.11558 -2.58376 0.082 0.107 0.009 -0.26
C -0.34614 4.19185 0.67521 0.166 -0.082 0.118 0.67
C -1.76407 -2.30101 -3.64128 -0.236 0.320 -0.038 0.24
C -0.12397 -3.65803 -2.33308 -0.027 0.021 0.857 0.27
C 2.18413 -0.96080 5.28796 0.006 0.008 -0.036 -0.27
C -0.90491 1.73396 0.53863 0.220 0.047 -0.036 0.06
C -1.77128 -3.57029 -5.50052 0.080 -0.084 -0.060 -0.08
C 1.40885 3.26383 -0.84406 0.131 -0.119 0.049 -0.21
C 1.81392 5.24732 0.61372 -0.012 0.026 0.217 -0.21
C -3.37523 2.26758 -0.43875 0.009 0.090 -0.014 -0.27
C -0.50271 -1.07038 4.58049 0.089 -0.023 0.028 -0.16
C 0.06232 -1.23585 2.12292 -0.090 -0.034 0.356 0.75
C 0.13969 -3.92500 -0.06050 -0.257 0.078 -0.024 -0.01
C 1.96676 -4.48716 -1.52016 -0.272 0.016 0.463 -0.26
H -0.47172 -5.11830 -4.63904 0.036 0.024 0.024 0.23
H -3.54144 0.11631 -0.42200 -0.012 -0.032 -0.023 0.21
H 2.09980 1.68160 0.46759 0.053 -0.071 -0.033 0.24
H -2.03317 -3.86377 -6.50158 -0.039 -0.007 0.035 0.21
H 1.81325 3.86799 -1.66353 -0.054 0.023 -0.009 0.18
H -4.37307 2.43313 -0.82255 -0.015 -0.011 0.007 0.21
H -0.31189 -3.87487 0.92128 -0.067 0.043 -0.022 0.22
H -2.66944 -0.47317 -5.54865 -0.001 -0.014 -0.028 0.22
H -3.42876 -1.78358 -6.49615 0.018 -0.033 -0.003 0.19
H -1.54012 -1.13218 4.28094 -0.005 -0.034 -0.028 0.24
H 1.25229 6.18314 0.59159 0.035 0.014 -0.061 0.21
H 2.97575 -4.84383 -1.67997 -0.022 0.008 -0.008 0.20
H 1.54327 5.07199 2.73759 0.026 -0.010 0.028 0.23
H 3.36756 2.82518 -0.00970 0.018 0.002 -0.009 0.19
H 3.22603 -0.92217 5.57633 0.007 -0.013 -0.027 0.21
H -0.90661 -0.98844 6.69530 -0.012 -0.012 -0.017 0.22
H -4.03332 -1.34857 -4.87008 -0.010 -0.012 -0.023 0.22
H -2.83809 4.35824 -0.31797 -0.005 0.003 -0.009 0.22
H 2.56342 -0.99109 3.17065 -0.045 -0.014 -0.042 0.23
H 3.07750 5.82606 2.26724 0.005 -0.005 0.035 0.20
H 1.98214 -4.72585 0.63889 -0.043 0.036 0.024 0.21
H 0.56464 2.70581 -1.23870 0.005 0.020 -0.052 0.23
H 2.76381 1.62339 -1.16414 0.027 -0.013 0.024 0.22
H 2.85944 4.07091 2.10913 0.030 0.016 -0.004 0.21
H 2.62717 5.31278 -0.11029 -0.010 -0.037 -0.035 0.19
H 0.06483 1.46963 0.94723 -0.054 -0.066 0.007 0.22
H 1.51939 -4.17394 -3.60558 0.008 0.018 0.027 0.20
```
Positions in Å, forces in eV/Å.

Copy entry 1 word for word.
A 2-piece molecular cluster, H5NO3 overall, computed with ωB97M-V with the def2-TZVPD basis set.

Computed properties:
gap between HOMO and LUMO = 9.803 eV
HOMO level = -0.3272 hartree
spin multiplicity = 1
net charge = 0
energy = -7708.77715 eV
ΔE to the lowest compared entry with this formula, charge and spin = 2.0 kcal per mole

```
9
Properties=species:S:1:pos:R:3:forces:R:3:nbo_charge:R:1
O 2.16628 0.28281 -0.33745 -1.599 2.038 2.527 -0.44
O -1.43993 -0.80768 -0.28968 1.142 0.247 -0.707 -0.60
O 1.27189 -0.52182 0.48840 0.345 0.016 -0.451 -0.48
N -1.49528 0.53708 0.17689 -1.002 -0.406 2.213 -0.55
H 1.27534 -0.05493 1.33128 0.047 0.268 -0.032 0.48
H -0.45927 -0.90641 -0.36174 -0.990 -0.268 0.361 0.48
H -2.47942 0.69630 0.40701 0.402 -0.230 -0.086 0.34
H 2.43891 -0.39689 -0.87636 1.334 -2.401 -2.169 0.46
H -1.27852 1.17154 -0.53835 0.321 0.735 -1.656 0.32
```
Positions in Å, forces in eV/Å.